A molecular structure, C23H32O3 in a non-equilibrium geometry, computed with the ωB97M-V functional and the def2-TZVPD basis.

HOMO-LUMO gap = 8.36 eV
DFT total energy = -30496.6160 eV
Relative energy (zero: lowest compared OMol25 entry of this formula, charge and spin) = 1737.8 kJ/mol
HOMO = -7.8041 eV

The geometry in ORCA input format:
```
! RIJCOSX wB97M-V def2-TZVPD def2/J DEFGRID3
* xyz 0 1
C -4.47600 -1.64232 -2.13447
C -5.30076 -0.59858 -1.62743
C -5.88066 -0.90228 -0.29704
C -4.91913 -1.27224 0.77943
C -4.08496 -0.18740 0.81571
O -4.53083 0.94004 1.50747
O -2.97682 -0.35479 0.64597
C -1.96741 0.86351 0.37975
C -1.73757 1.41320 -1.00457
H -2.27778 2.20557 -1.12130
H -1.99089 0.81644 -1.62121
C -0.29502 1.84018 -1.05389
H 0.34813 0.94864 -1.80078
H -0.02695 2.87394 -1.19719
C 0.34342 1.45512 0.33391
C 1.76867 1.06806 0.66813
C 2.77416 2.04727 0.00856
C 3.69858 1.62774 -1.00081
C 4.52382 0.57247 -0.60635
C 5.76630 0.37503 -0.40465
C 6.32996 -0.81966 -0.07833
C 5.44673 -1.71896 0.69023
C 4.18418 -1.55631 0.57377
C 3.53771 -0.48760 0.15190
C 2.11721 -0.10708 -0.33098
C 1.34019 -1.31130 0.58442
C -0.21298 -1.17763 0.45209
H -0.45242 -0.85165 -0.63503
H -0.90514 -1.78860 1.06736
C -0.53974 0.34434 1.10540
C -0.56885 0.45761 2.50970
H -1.37068 -0.37414 2.78567
H -0.77399 1.37146 2.98557
H 0.36054 -0.09859 2.92830
H 1.40134 -2.37463 0.13837
H 1.57083 -1.20164 1.68609
H 1.86602 -0.23852 -1.32083
H 3.58239 -2.44032 1.19809
H 6.01030 -2.65014 0.96761
O 7.61255 -0.86318 0.14205
H 8.24461 -0.30185 -0.18343
H 6.28452 1.18628 -0.68625
H 3.10147 1.37626 -1.96849
H 4.41006 2.31810 -1.30478
H 2.02457 3.04847 -0.57633
H 3.46073 2.61226 0.75195
H 2.16363 0.88960 1.64884
H 0.33993 2.23175 1.09848
H -2.32200 1.72323 1.04494
H -4.47590 -2.02164 0.59165
H -5.44445 -1.38977 1.70918
H -6.60941 -1.85885 -0.43805
H -6.51346 -0.13530 -0.02252
H -6.21611 -0.49464 -2.21495
H -4.79429 0.28419 -1.39850
H -4.98435 -2.51157 -2.05738
H -4.25877 -1.42002 -3.29718
H -3.70523 -1.73953 -1.56784
*
```

These are the Mulliken partial charges, in e, on atoms 1 to 8: -1.316 -0.247 -0.824 -1.064 0.722 -0.782 -0.278 -0.094

=====

A molecular structure, C18H20N4O3S2Se2Te2W, computed with the ωB97M-V functional and the def2-TZVPD basis.

HOMO-LUMO gap (alpha / beta) = 6.02 / 6.05 eV
DFT total energy = -199869.3893 eV
Relative energy (zero: lowest compared OMol25 entry of this formula, charge and spin) = 0.0 kJ/mol
HOMO (alpha / beta) = -7.4042 / -7.4132 eV

The geometry in ORCA input format:
```
! RIJCOSX wB97M-V def2-TZVPD def2/J DEFGRID3
* xyz 0 1
W 1.57039 -0.76226 1.93373
C -1.62231 -0.76764 -1.35393
C -0.86449 -1.10064 -0.10178
N -0.00100 -0.28298 0.41538
N 0.24873 0.91270 -0.25347
C -0.60932 1.87730 -0.19297
S -2.11966 2.03176 0.59373
S -0.09262 3.32509 -1.10239
C 1.29598 2.66080 -2.07633
C 0.89236 1.55162 -3.01764
C -0.16112 1.71235 -3.91302
C -0.53184 0.67603 -4.75835
C 0.14878 -0.53425 -4.72002
C 1.20513 -0.70013 -3.83461
C 1.56997 0.33829 -2.99148
C -1.09062 -2.43894 0.46597
C -1.90728 -3.36323 -0.20776
C -2.16583 -4.61581 0.30425
C -1.62354 -4.98604 1.53110
C -0.82733 -4.10073 2.22348
C -0.55415 -2.83904 1.69374
O 0.22703 -2.03889 2.43174
H -1.39700 0.21500 -1.74166
H -2.69375 -0.83389 -1.16479
H -1.35813 -1.49574 -2.12359
H 2.09915 2.33278 -1.41994
H 1.64947 3.52842 -2.63933
H -0.70693 2.64830 -3.92711
H -1.35609 0.81278 -5.44707
H -0.14178 -1.34494 -5.37672
H 1.73618 -1.64358 -3.79297
H 2.37235 0.20132 -2.27713
H -2.34812 -3.09152 -1.15449
H -2.79196 -5.30443 -0.24654
H -1.82523 -5.96597 1.94406
H -0.39570 -4.35438 3.18241
C 0.56182 4.52404 2.45241
O 1.45297 3.42772 2.18772
C 1.02670 2.21049 2.37784
O 1.68621 1.28548 1.88392
N -0.08667 1.96425 3.09381
N -0.58082 0.66535 2.95327
H 1.10205 5.41139 2.14372
H 0.33372 4.58785 3.51697
H -0.34358 4.41747 1.85235
H -0.75691 2.70934 3.20725
H -1.36937 0.70710 2.29068
H -0.82936 0.28215 3.85622
Se 2.74978 -1.61540 0.17888
Te 4.48524 -0.23760 2.60059
Te 3.14565 -2.13799 3.83270
Se 1.59285 -0.46114 4.68717
*
```

These are the Mulliken partial charges, in e, on atoms 1 to 8: 0.560 -1.993 1.893 0.756 -0.389 -0.043 -0.352 -0.160

=====

2 unconnected molecules or ions with the total composition C2H4OSi in a non-equilibrium geometry, computed with the ωB97M-V functional and the def2-TZVPD basis.

HOMO-LUMO gap = 9.27 eV
DFT total energy = -12057.7661 eV
Relative energy (zero: lowest compared OMol25 entry of this formula, charge and spin) = 413.9 kJ/mol
HOMO = -10.9981 eV

The geometry in ORCA input format:
```
! RIJCOSX wB97M-V def2-TZVPD def2/J DEFGRID3
* xyz 0 1
C -1.14905 2.57683 -0.84965
C -0.19991 1.88586 -0.75970
O 1.19229 0.59971 -0.27055
Si 0.61037 -0.76176 0.47653
H -1.84246 3.26419 -1.31066
H 0.32763 -0.76855 2.01520
H 1.52054 -1.77405 0.07297
H -0.63673 -0.80064 -0.25288
*
```

Formally, the Mulliken partial charges of the atoms, in units of the elementary charge, are as follows: 0.205 -0.424 -0.290 0.451 0.355 -0.079 -0.103 -0.115

=====

A single C21H29FN4O molecule, computed with the ωB97M-V functional and the def2-TZVPD basis.

HOMO-LUMO gap = 8.89 eV
Structure (SMILES) = OCC[C@@H]1CN(Cc2cc(F)ccc2-n2cccn2)CCN1C1CCCC1
DFT total energy = -32972.5340 eV
Relative energy (zero: lowest compared OMol25 entry of this formula, charge and spin) = 151.7 kJ/mol
HOMO = -8.1028 eV

The geometry in ORCA input format:
```
! RIJCOSX wB97M-V def2-TZVPD def2/J DEFGRID3
* xyz 0 1
O -2.55762 -2.13846 -2.10074
C -1.53680 -1.45492 -2.77695
C -0.60508 -0.68643 -1.83713
C -1.29721 0.52706 -1.19461
C -0.28534 1.31463 -0.34817
N 0.12245 0.51291 0.78533
C 1.26131 1.07757 1.48974
C 2.50689 0.86979 0.67498
C 3.26945 1.94867 0.25621
C 4.37903 1.74509 -0.54366
F 5.10320 2.81222 -0.93853
C 4.75754 0.48205 -0.95658
C 4.00463 -0.59798 -0.53565
C 2.88867 -0.41728 0.27558
N 2.15953 -1.54630 0.67443
C 1.83783 -2.60297 -0.11035
C 1.13455 -3.48415 0.67164
C 1.09167 -2.87129 1.93345
N 1.70868 -1.70964 1.91731
C -1.01532 0.26680 1.64328
C -2.10103 -0.48060 0.85738
N -2.45764 0.10491 -0.42394
C -3.65584 0.91874 -0.50670
C -3.83684 2.05893 0.53302
C -5.06000 1.67916 1.36628
C -5.93359 0.91193 0.37863
C -4.92707 0.04739 -0.37533
H -2.92988 -1.50536 -1.46408
H -1.96882 -0.75521 -3.51182
H -0.97194 -2.21519 -3.32453
H 0.25744 -0.33356 -2.40481
H -0.24944 -1.35444 -1.05431
H -1.64764 1.18152 -2.00173
H 0.59343 1.54330 -0.95555
H -0.73776 2.27234 -0.02484
H 1.36575 0.54147 2.43553
H 1.12736 2.15227 1.70363
H 3.00233 2.95406 0.54350
H 5.62497 0.35372 -1.58346
H 4.29316 -1.59615 -0.82772
H 2.10293 -2.63991 -1.14745
H 0.70954 -4.42301 0.38307
H 0.64471 -3.23394 2.83809
H -0.69224 -0.36580 2.47315
H -1.41057 1.20947 2.06597
H -2.99493 -0.55631 1.47618
H -1.72986 -1.49520 0.67218
H -3.64400 1.36183 -1.50745
H -4.02434 2.99824 0.01060
H -2.95020 2.19451 1.14674
H -4.77136 1.02473 2.19094
H -5.56291 2.55061 1.78387
H -6.41705 1.61084 -0.30599
H -6.70535 0.32043 0.86891
H -4.70282 -0.84914 0.20265
H -5.29665 -0.26966 -1.34896
*
```

These are the Mulliken partial charges, in e, on atoms 1 to 8: -0.682 -0.816 -0.133 -0.061 -1.461 1.063 -1.619 1.113

=====

2 unconnected molecules or ions with the total composition C6H12O, computed with the ωB97M-V functional and the def2-TZVPD basis.

HOMO-LUMO gap = 10.45 eV
Structure (SMILES) = C=CCC.CC=O
DFT total energy = -8462.9850 eV
Relative energy (zero: lowest compared OMol25 entry of this formula, charge and spin) = 132.1 kJ/mol
HOMO = -9.4003 eV

The geometry in ORCA input format:
```
! RIJCOSX wB97M-V def2-TZVPD def2/J DEFGRID3
* xyz 0 1
C 0.54027 -2.15549 -0.09717
C -0.03883 -1.55273 0.93867
C 0.44882 -0.28441 1.58601
C -0.66648 0.74120 1.80849
H 0.15392 -3.08990 -0.49741
H 1.41299 -1.72760 -0.58478
H -0.92824 -2.00128 1.38733
H 1.25268 0.14927 0.97881
H 0.89071 -0.53762 2.56019
H -0.31887 1.57991 2.42101
H -1.03136 1.14680 0.85839
H -1.52253 0.28613 2.32091
C -0.66221 0.91537 -1.93480
C 0.80546 1.24494 -1.95576
O 1.69340 0.46957 -1.68640
H -0.83555 -0.02442 -1.40457
H -1.22812 1.73231 -1.47255
H -1.02098 0.82360 -2.96810
H 1.05493 2.28435 -2.25829
*
```

These are the Mulliken partial charges, in e, on atoms 1 to 8: -0.757 -0.167 -0.158 -0.931 0.260 0.253 0.267 0.192

=====

2 unconnected molecules or ions with the total composition C5H10N2O2, computed with the ωB97M-V functional and the def2-TZVPD basis.

HOMO-LUMO gap = 10.77 eV
Structure (SMILES) = CN(C#N)C(=O)O.CC
DFT total energy = -12422.1355 eV
Relative energy (zero: lowest compared OMol25 entry of this formula, charge and spin) = 129.0 kJ/mol
HOMO = -10.3812 eV

The geometry in ORCA input format:
```
! RIJCOSX wB97M-V def2-TZVPD def2/J DEFGRID3
* xyz 0 1
C 0.18831 1.15779 2.15911
N -0.58364 0.64078 1.04147
C -0.83746 1.48935 0.04573
N -1.02842 2.29595 -0.74330
C -1.11052 -0.63176 1.06909
O -1.65702 -1.18294 0.15621
O -0.92619 -1.18548 2.28116
H -0.42738 1.20303 3.05964
H 1.04098 0.50242 2.34850
H 0.54510 2.15790 1.91078
H -1.28805 -2.08177 2.28056
C 0.20025 -0.31633 -2.41366
C 1.31618 -0.77105 -1.48561
H 0.34642 0.71857 -2.71360
H 0.18523 -0.93577 -3.31094
H -0.76762 -0.40551 -1.92782
H 1.10668 -1.76172 -1.08926
H 1.43171 -0.08121 -0.65171
H 2.26544 -0.81222 -2.01634
*
```

These are the Mulliken partial charges, in e, on atoms 1 to 8: -0.948 0.028 0.570 -0.515 0.503 -0.531 -0.471 0.316

=====

A molecular structure, Ca2ClO4 in a non-equilibrium geometry, computed with the ωB97M-V functional and the def2-TZVPD basis.

HOMO-LUMO gap = 2.97 eV
DFT total energy = -57548.7745 eV
HOMO = -15.6123 eV

The geometry in ORCA input format:
```
! RIJCOSX wB97M-V def2-TZVPD def2/J DEFGRID3
* xyz 3 1
Ca 0.61607 -3.94485 3.15749
Ca 0.47788 5.40102 -0.85582
Cl -0.26706 -0.36603 -0.49436
O -0.63063 0.91820 -1.01699
O 0.77360 0.09542 0.35127
O -1.24776 -0.93239 0.39086
O 0.27791 -1.17136 -1.53245
*
```

Formally, the Mulliken partial charges of the atoms, in units of the elementary charge, are as follows: 1.968 1.948 1.610 -0.679 -0.694 -0.614 -0.539

=====

A single C3H5N molecule in a non-equilibrium geometry, computed with the ωB97M-V functional and the def2-TZVPD basis.

HOMO-LUMO gap = 11.36 eV
Structure (SMILES) = CCC#N
DFT total energy = -4678.2826 eV
Relative energy (zero: lowest compared OMol25 entry of this formula, charge and spin) = 344.9 kJ/mol
HOMO = -11.0721 eV

The geometry in ORCA input format:
```
! RIJCOSX wB97M-V def2-TZVPD def2/J DEFGRID3
* xyz 0 1
C 0.29062 1.08968 -0.37132
C 0.13915 -0.28218 0.40902
C -0.09408 -1.88018 0.17581
N -0.98983 -2.42701 -0.20968
H -0.51732 1.94714 -0.38826
H -0.12143 0.76495 -1.47902
H 1.25109 1.57163 -0.32255
H 0.92047 -0.49461 1.33238
H -0.87867 -0.28942 0.85362
*
```

These are the Mulliken partial charges, in e, on atoms 1 to 8: -0.757 -0.273 0.063 -0.331 0.292 0.252 0.268 0.249